# 1
C20H34BeCaCl3CsF4N3NaO13S2Si2 as an isolated structure at a distorted geometry, computed with the ωB97M-V functional and the def2-TZVPD basis.

```
85
Properties=species:S:1:pos:R:3:forces:R:3:mulliken_charge:R:1
C 3.5935 -0.2029 4.4708 0.4 6.8 -1.5 -0.259
C 3.8080 1.0758 4.1845 -2.7 -5.0 0.7 -0.166
N 3.5067 2.4848 3.8132 -0.1 0.2 0.3 0.457
C 4.0741 3.3093 2.7190 -4.2 3.8 2.2 -0.220
C 3.2831 4.6619 2.8644 1.6 -3.1 -0.5 -0.326
N 2.3227 4.6312 3.9860 5.4 -4.5 -2.3 0.593
F 1.5295 5.6697 4.3366 -0.2 -0.7 -0.2 -0.150
C 2.4758 3.2556 4.5450 -1.2 -0.9 1.6 -1.293
C 1.5955 2.6543 5.7962 -0.8 -0.1 -2.4 0.373
C 0.0315 2.8495 5.3366 -0.3 0.8 0.3 -0.872
C -0.3409 2.0305 3.9999 -1.0 0.2 -0.1 0.045
C -1.3680 2.8537 3.0297 -1.5 -0.6 -4.4 0.292
O -1.3830 2.6353 1.7715 0.9 1.1 6.1 -0.459
O -2.3138 3.8175 3.5311 1.9 -2.3 0.3 -0.396
H 3.2832 -1.2959 4.7097 1.1 2.5 -0.6 0.377
H 4.8662 2.9785 1.9601 -1.5 0.6 1.5 0.380
H 3.4116 5.5685 2.1750 -0.4 -1.6 1.4 0.378
H 1.7234 1.5012 5.9141 0.4 2.2 -0.3 0.183
H 1.8256 3.1829 6.8065 -0.4 -0.6 -1.3 0.162
H -0.6598 2.5597 6.2247 1.2 0.4 -1.6 0.469
H -0.1863 3.9729 5.1257 0.4 -1.9 0.5 0.272
H 0.5526 1.7414 3.3375 -1.3 0.6 1.0 0.169
H -0.8907 1.0446 4.2730 0.9 1.6 -0.5 0.146
H -3.0170 3.3729 4.0896 0.2 0.2 -0.8 0.299
C -2.8722 -0.5497 0.0914 -1.6 2.0 -0.7 0.500
F -2.3157 -0.1661 -1.0856 0.1 -0.9 0.9 -0.155
F -2.9662 0.5747 0.8405 0.5 -1.3 -0.1 -0.201
F -4.1462 -0.9117 -0.2002 1.2 -0.4 0.6 -0.212
S -1.9132 -1.9009 0.9379 0.3 -1.7 -2.3 1.105
O -0.5771 -1.3452 1.1805 -0.4 0.0 1.3 -0.667
O -1.9098 -3.0192 0.0051 -0.3 1.3 0.8 -0.628
O -2.6470 -2.1840 2.1789 0.9 0.4 1.1 -0.686
O -5.7441 1.9877 1.8403 0.1 0.3 -0.3 -0.446
S -6.0934 2.7385 3.0602 -0.1 -0.5 0.8 1.232
O -6.1334 4.1806 2.7571 -0.1 0.1 -0.4 -0.569
O -5.0788 2.4829 4.1031 0.7 0.0 0.2 -0.717
O -7.4170 2.3023 3.5396 0.1 0.2 -0.1 -0.601
Ca 4.0325 4.2143 6.4048 0.3 0.3 0.1 0.114
C 1.2381 -2.7682 -2.0668 0.0 -0.2 -0.3 -0.516
Si 0.6608 -3.9709 -3.3999 0.7 0.7 1.2 0.197
C -0.4264 -2.9903 -4.5758 -0.2 0.1 -0.5 -0.837
C -0.3929 -5.2647 -2.5407 -0.2 -0.4 -0.2 -0.887
N 2.0598 -4.6514 -4.1823 -1.0 0.0 -0.5 -0.209
Si 1.8971 -5.8104 -5.4721 0.9 -0.2 0.1 0.263
C 1.0013 -5.1116 -6.9653 -0.2 0.2 -0.1 -1.008
C 1.0369 -7.3876 -4.9295 -0.2 -0.1 0.0 -1.015
C 3.6217 -6.3138 -6.0578 -0.3 0.1 0.1 -1.021
H 0.3746 -2.3277 -1.5620 0.0 0.0 0.0 -0.077
H 1.8495 -3.2813 -1.3174 0.0 0.0 0.0 0.300
H 1.8281 -1.9596 -2.5058 -0.1 0.0 0.1 0.239
H -1.1644 -2.4142 -4.0093 0.2 -0.1 0.2 0.261
H -0.9771 -3.6419 -5.2566 0.1 0.0 0.0 0.327
H 0.1683 -2.2882 -5.1659 0.0 -0.1 0.1 0.307
H 0.2218 -5.9157 -1.9132 0.0 0.0 -0.1 0.268
H -0.9414 -5.8826 -3.2551 0.0 -0.1 0.1 0.319
H -1.1321 -4.7775 -1.8976 0.1 0.2 0.0 0.322
H -0.0680 -4.9954 -6.7787 0.1 0.1 0.0 0.329
H 1.1104 -5.7894 -7.8180 0.1 0.0 0.1 0.354
H 1.4147 -4.1413 -7.2519 -0.1 0.0 0.0 0.293
H 1.4746 -7.7738 -4.0056 -0.1 0.0 0.0 0.286
H 1.1446 -8.1571 -5.7008 0.1 0.1 0.0 0.354
H -0.0324 -7.2339 -4.7737 0.1 0.0 0.1 0.331
H 4.1910 -6.7659 -5.2415 0.0 0.1 0.0 0.275
H 4.1719 -5.4470 -6.4316 0.0 0.0 0.0 0.271
H 3.5469 -7.0458 -6.8659 0.0 0.0 0.0 0.290
C 0.0813 8.4048 2.3732 -1.4 -0.5 -1.0 0.519
Cl -1.4589 9.2080 2.6972 0.5 -0.1 0.1 -0.064
Cl 0.1797 7.9056 0.6807 0.1 0.1 0.4 -0.076
Cl 1.4382 9.4712 2.7877 -3.2 0.1 -4.9 -0.328
H 0.1424 7.5137 2.9983 0.1 0.2 -0.1 -0.081
Cs 2.8276 9.4658 4.8400 3.8 0.1 5.5 0.945
C 0.1512 1.6033 -1.4047 -1.0 0.2 0.7 -0.529
C 1.3775 1.6063 -2.3445 -0.1 0.6 0.4 -0.360
O 1.5517 0.3605 -2.7559 0.5 0.0 -0.4 -0.433
H 0.3074 0.9611 -0.5319 0.1 0.0 -0.3 0.107
H -0.0353 2.6181 -1.0352 0.1 0.0 -0.1 0.338
H -0.7553 1.2713 -1.9184 0.4 0.0 0.0 0.165
H 2.1871 2.0845 -1.7647 0.5 -0.5 0.3 0.200
H 1.1611 2.3824 -3.0996 -0.3 -0.3 -0.6 0.273
Be -0.8355 -2.1839 3.4928 -1.0 0.2 -1.0 0.589
C -4.9448 -0.0162 -3.4062 0.1 0.3 -0.6 0.872
O -4.9442 0.5580 -4.4885 0.0 0.1 -0.2 -0.447
O -4.3749 -1.0969 -3.1668 0.2 -0.6 0.2 -0.287
O -5.5167 0.3916 -2.3780 -0.3 0.2 0.5 -0.268
Na -2.3589 -3.1593 5.7111 0.1 0.2 -0.4 0.327
```
Forces are in eV/Å.

Calculated values
E_LUMO	-3.71	eV
net charge	0



# 2
C20H34BeClN4O6 as an isolated structure at a distorted geometry, computed with the ωB97M-V functional and the def2-TZVPD basis.

```
66
Properties=species:S:1:pos:R:3:forces:R:3:mulliken_charge:R:1
O -0.6308 -1.6670 -4.5783 0.0 -1.0 0.0 -0.579
C 0.1681 -1.8098 -3.6848 1.8 0.8 1.6 0.158
C 0.5514 -3.0539 -2.8665 -0.9 0.1 -0.7 0.430
C 0.4663 -3.0822 -1.4682 -0.1 0.6 -0.2 0.532
H 0.4613 -2.1368 -0.9231 0.3 -0.5 -0.1 0.001
C 0.3608 -4.2891 -0.7757 0.2 0.3 0.1 -0.847
H 0.3221 -4.2509 0.3177 -0.1 0.0 -0.3 0.523
C 0.3470 -5.4876 -1.4825 0.3 -0.1 -0.2 -0.523
H 0.2469 -6.4367 -0.9264 0.0 0.6 -0.5 0.342
C 0.5848 -5.4659 -2.8713 0.4 0.1 0.4 -0.426
H 0.6661 -6.4071 -3.4114 0.1 0.2 0.0 0.338
C 0.7648 -4.2513 -3.5378 -0.5 -0.7 -0.2 -0.649
H 1.0540 -4.2038 -4.5902 -0.4 -0.2 0.2 0.364
H 0.7577 -0.9181 -3.3422 -0.3 -0.1 0.1 0.225
C 2.5895 1.4273 -1.4638 1.5 0.8 0.2 -1.097
C 2.2577 0.4695 -0.2944 -0.8 -2.1 -4.4 1.665
H 3.4353 0.9743 -2.0149 -0.1 0.4 0.4 0.432
H 2.8525 2.4663 -1.1921 0.1 0.1 0.0 0.097
H 1.8256 1.5061 -2.2520 -0.3 -0.1 0.3 0.051
C 3.0393 -0.7164 -0.2473 -1.1 -1.7 -1.5 -0.425
C 4.4714 -0.7483 0.0748 0.0 -0.3 -0.2 -1.396
H 2.5410 -1.6497 -0.5547 0.4 0.3 0.5 -0.068
H 4.8965 -1.6980 -0.2816 0.2 0.3 0.1 0.387
H 4.6310 -0.6816 1.1459 0.4 0.0 0.7 0.159
H 5.0087 0.1003 -0.3556 0.4 0.1 -0.3 0.323
Be 0.5357 0.5380 -0.2336 1.8 -0.4 1.2 -2.274
Cl 1.9028 1.0761 1.3044 0.2 2.5 3.4 -0.189
C -0.9313 1.9197 2.8498 -0.1 -0.3 -0.3 0.756
O -1.9520 2.4062 2.3389 0.8 -0.2 0.5 -0.787
N -0.2508 2.4559 3.8907 -0.4 0.1 0.0 0.241
C -0.7450 3.6480 4.5349 0.2 0.1 0.1 -1.035
C 0.9136 1.8477 4.5135 0.0 0.1 0.0 -0.937
H -0.4709 0.9776 2.4985 -0.3 0.3 0.1 -0.093
H -1.6022 4.0162 3.9750 0.0 0.0 0.1 0.295
H 0.0508 4.4068 4.5643 -0.2 0.0 0.0 0.305
H -1.0323 3.4309 5.5759 0.0 0.0 -0.2 0.300
H 1.1771 0.9046 4.0330 -0.2 0.1 0.1 0.254
H 0.7090 1.6772 5.5787 -0.1 -0.2 -0.2 0.315
H 1.7585 2.5497 4.4703 -0.1 -0.2 -0.2 0.341
H -4.3103 -2.4869 0.6357 0.3 0.1 -0.2 0.302
H -3.9458 -0.9897 1.9501 0.3 0.1 -0.1 0.375
C -3.3935 -2.4976 0.0406 0.2 -0.2 -0.4 -0.873
C -2.9318 -0.6655 1.6836 0.2 0.0 0.5 -0.734
N -2.5416 -1.3789 0.4539 -0.5 0.3 0.3 0.558
H -3.6563 -2.4327 -1.0195 0.0 0.1 0.1 0.316
C -1.4350 -1.0836 -0.1782 1.6 0.7 1.0 -0.629
O -0.4390 -0.4488 0.3609 -3.6 -1.4 -1.0 0.724
H -2.9263 0.4216 1.5267 0.1 -0.3 -0.1 0.156
H -1.3311 -1.4201 -1.2176 -0.3 -0.2 0.3 0.509
H -2.8869 -3.4579 0.2002 0.0 0.3 0.1 0.314
H -2.2460 -0.9083 2.5088 0.0 0.0 -0.2 0.259
H -0.8572 5.3756 -1.1760 0.0 -0.2 0.0 0.372
H -2.4777 4.5258 -2.8123 0.1 -0.3 -0.3 0.295
C -0.1687 4.5536 -1.4005 -0.3 -0.2 0.0 -0.901
C -1.8082 3.7001 -3.0959 0.3 -0.2 0.3 -0.925
N -0.9468 3.4119 -1.9440 -0.1 0.8 -0.5 0.344
H 0.3612 4.2518 -0.4923 -0.2 0.0 -0.3 0.195
C -0.7689 2.1899 -1.4976 2.0 -0.8 1.9 0.461
O 0.0006 1.9784 -0.4859 -2.4 1.0 -2.7 -0.015
H -2.3842 2.7915 -3.3309 0.2 0.5 0.0 0.286
H -1.2032 1.3051 -2.0232 -0.1 1.0 0.1 0.122
H 0.5465 4.9241 -2.1505 -0.2 -0.3 0.1 0.325
H -1.1899 3.9977 -3.9615 -0.3 -0.1 0.3 0.329
O -0.4943 -1.0092 3.7519 -0.5 -1.0 -1.1 -0.396
N 0.1421 -1.8908 3.0995 1.2 0.1 0.6 0.065
O -0.4397 -2.6013 2.2558 -0.8 0.6 0.5 -0.341
```
Forces are in eV/Å.

Calculated values
E_LUMO (alpha / beta)	1.98 / 2.03	eV
net charge	-1
relative energy (zero: lowest compared OMol25 entry of this formula, charge and spin)	153.51	kcal/mol



# 3
C20H34BrClN3O4Y as an isolated structure at a distorted geometry, computed with the ωB97M-V functional and the def2-TZVPD basis.

```
64
Properties=species:S:1:pos:R:3:forces:R:3:mulliken_charge:R:1
O 0.0531 0.4717 -3.6902 1.3 -0.1 0.0 -0.569
C 0.8248 1.1953 -3.0832 -1.5 1.0 2.5 -0.184
C 2.2817 1.0978 -2.8041 0.5 -0.4 -0.6 0.512
C 2.9451 -0.0448 -2.3023 -0.1 0.2 -0.6 0.382
H 2.4553 -0.6413 -1.5107 0.2 -0.2 -0.9 0.289
C 4.2421 -0.2883 -2.7715 -0.1 0.3 0.4 -0.888
H 4.7368 -1.2326 -2.5109 -0.1 0.5 0.0 0.403
C 4.8937 0.6659 -3.5713 -0.4 -0.1 0.0 -0.297
H 5.8614 0.4179 -3.9976 -0.1 0.1 0.1 0.388
C 4.3215 1.9282 -3.7819 0.3 -0.2 0.3 -0.631
H 4.8661 2.7004 -4.3346 -0.1 -0.3 0.4 0.370
C 3.0319 2.1770 -3.3141 -0.2 -0.5 -0.2 -0.451
H 2.5820 3.1750 -3.3360 0.0 -0.4 -0.5 0.402
H 0.3543 2.0453 -2.5089 0.3 0.1 -0.7 0.175
C -0.1858 3.0860 0.3740 -0.5 1.7 1.5 -1.438
C 0.7386 2.0002 0.7781 -0.6 -1.4 -4.3 0.923
H 0.2560 4.0891 0.1748 0.0 -0.4 0.2 0.351
H -0.9170 3.2316 1.1815 -0.3 0.3 -0.2 0.328
H -0.7684 2.8336 -0.5323 0.3 -0.1 0.3 0.115
C 2.0592 2.0438 0.8008 1.1 0.8 0.7 -0.358
C 2.7085 3.1060 1.6306 0.2 0.7 -0.7 -1.452
H 2.7340 1.2989 0.3647 -0.3 -0.5 0.9 0.222
H 3.4633 3.6697 1.0889 0.4 0.3 0.0 0.356
H 3.1686 2.6613 2.5085 0.1 -0.2 0.1 0.261
H 1.9255 3.7705 1.9932 0.1 0.2 0.0 0.358
Y -0.2370 0.0069 1.2809 0.5 -1.0 0.6 1.156
Cl 0.2066 1.2105 3.5080 -0.4 -0.3 0.7 -0.590
C -0.5164 -1.9573 3.5902 0.0 0.8 -1.0 0.512
O -1.2461 -1.7110 2.5889 0.5 -0.5 1.2 -0.647
N -0.9676 -2.3882 4.7551 -0.3 -0.2 0.4 0.194
C -2.4111 -2.5464 4.8868 0.2 0.0 -0.1 -0.926
C -0.1063 -2.5959 5.9215 0.1 0.1 -0.3 -0.849
H 0.5589 -1.7471 3.4999 -0.1 -0.4 0.4 0.206
H -2.8034 -2.2920 3.8991 -0.3 -0.1 0.4 0.198
H -2.7985 -1.8549 5.6426 0.0 -0.1 -0.1 0.322
H -2.6641 -3.5769 5.1555 0.0 0.1 0.0 0.327
H 0.9254 -2.3747 5.6269 -0.2 0.0 0.1 0.257
H -0.1619 -3.6305 6.2820 -0.1 0.1 -0.2 0.311
H -0.3864 -1.9373 6.7531 0.0 0.0 -0.3 0.311
H 0.3991 -3.4837 -3.9770 0.2 0.1 0.0 0.355
H 0.1336 -4.8695 -1.9686 -0.1 0.1 0.0 0.352
C 0.7608 -2.6761 -3.3261 -0.4 -0.3 -0.3 -0.953
C 0.3402 -4.0352 -1.2884 0.6 0.1 0.1 -1.005
N 0.1296 -2.7922 -2.0217 -0.7 0.1 0.2 0.344
H 0.5189 -1.7025 -3.7665 0.2 -0.3 0.1 0.316
C -0.6430 -1.8004 -1.5623 0.7 0.3 0.7 -0.199
O -0.8169 -1.5434 -0.3514 -0.8 -0.6 -1.5 -0.329
H -0.3172 -4.0992 -0.4202 0.2 0.2 -0.1 0.278
H -1.1021 -1.1684 -2.3447 0.5 0.0 0.1 0.478
H 1.8509 -2.7661 -3.2114 -0.3 0.1 0.0 0.310
H 1.3867 -4.1149 -0.9722 -0.2 0.0 0.1 0.327
H -5.5668 1.5584 0.9390 0.2 0.1 0.0 0.333
H -5.7288 0.9757 -1.6784 0.3 0.0 0.0 0.320
C -4.6954 2.1469 0.6237 0.0 0.0 0.1 -0.990
C -4.7718 1.5070 -1.7806 0.0 0.0 0.0 -0.869
N -4.0450 1.5053 -0.5142 -0.2 -0.1 -0.2 0.238
H -3.9746 2.2284 1.4413 -0.2 0.0 -0.2 0.275
C -2.9086 0.8416 -0.3599 0.8 0.1 1.7 0.958
O -2.3173 0.7485 0.7586 -1.3 0.2 -2.0 -0.821
H -4.1623 1.0241 -2.5508 -0.2 0.1 0.1 0.268
H -2.4807 0.3903 -1.2715 -0.2 0.1 0.3 -0.276
H -5.0421 3.1390 0.3203 0.1 -0.1 0.1 0.337
H -4.9933 2.5361 -2.0908 0.1 -0.2 0.1 0.312
Br 2.0217 -1.6133 1.1377 0.3 -0.2 -0.1 -0.703
```
Forces are in eV/Å.

Calculated values
E_LUMO	0.22	eV
net charge	0
relative energy (zero: lowest compared OMol25 entry of this formula, charge and spin)	86.13	kcal/mol



# 4
C20H34ClFIKLiN3NaO12P2S as an isolated structure at a distorted geometry, computed with the ωB97M-V functional and the def2-TZVPD basis.

```
78
Properties=species:S:1:pos:R:3:forces:R:3:mulliken_charge:R:1
C 1.6659 -0.4632 -0.2120 0.3 -0.1 -0.1 -0.678
C 1.8673 -2.0814 -0.0445 -1.9 1.0 -1.1 -0.343
I 3.6948 -2.5928 -1.1540 -1.0 -0.1 0.6 0.128
C 0.6484 -2.7808 -0.8903 1.6 -0.5 0.1 -1.132
C -0.7109 -2.7838 -0.0254 1.1 -0.5 0.9 0.394
C -0.9000 -4.2525 0.5745 -2.4 -3.2 0.2 -0.183
N -1.2399 -5.3723 0.8942 2.0 6.0 -1.7 -0.526
C -1.9989 -2.1949 -0.7763 0.4 -0.3 -1.4 0.860
F -1.9363 -0.7345 -0.5965 -0.2 -2.7 -0.4 -0.155
C -2.0707 -2.5008 -2.3366 0.9 0.6 -3.4 -0.213
N -2.0191 -2.5805 -3.5438 -0.4 0.2 6.5 -0.451
P -3.6764 -2.7366 -0.0312 -3.9 0.3 -1.3 0.695
O -4.0800 -4.3621 -0.3334 1.7 2.8 -0.3 -0.447
O -4.8772 -1.8007 -0.8626 2.6 -3.0 0.7 -0.229
S -3.8424 -2.2691 1.8531 0.9 -0.1 0.3 -0.544
H 1.3684 0.0533 0.7653 0.6 -0.8 -1.3 0.210
H 2.6520 -0.0320 -0.6132 -1.7 -0.3 0.9 0.262
H 0.8470 -0.2094 -0.9939 1.4 -0.6 1.2 0.113
H 1.8754 -2.4216 1.0466 0.3 0.4 -1.7 0.486
H 1.0001 -3.8526 -1.1621 -1.0 1.7 0.5 0.464
H 0.5971 -2.2065 -1.8780 -0.3 -0.8 1.5 0.467
H -0.5184 -2.0887 0.8856 -0.7 -1.1 -1.5 0.355
H -3.2947 -4.9090 -0.5812 -0.6 0.3 0.3 0.347
H -5.0249 -0.9325 -0.3862 0.8 -0.4 0.0 -0.203
C 3.5621 6.5239 -2.1318 -0.1 0.4 0.4 -1.182
O 3.7187 5.2208 -1.5537 -2.9 0.5 -1.8 -0.274
P 3.1055 3.9485 -2.5360 7.1 -5.8 3.5 1.014
O 3.2350 2.9783 -1.3624 -1.4 0.7 0.0 -0.597
O 4.4940 3.9624 -3.4249 -1.2 -0.2 -0.7 -0.351
C 5.7526 4.0604 -2.7676 0.5 0.7 0.1 -0.594
O 2.4546 2.7209 -3.5469 -2.2 2.6 -0.7 -0.499
C 3.2425 1.5718 -3.8044 0.7 0.0 -0.3 -0.472
H 4.1180 7.2418 -1.5278 0.0 -0.2 -0.1 0.461
H 3.9503 6.5484 -3.1529 0.1 -0.1 0.1 0.394
H 2.5077 6.7977 -2.1345 0.2 -0.2 0.1 0.486
H 5.7181 3.6893 -1.7427 -0.2 0.0 0.0 0.333
H 6.0808 5.1040 -2.7682 0.0 -0.1 0.1 0.212
H 6.4847 3.4756 -3.3301 -0.3 0.0 -0.1 0.274
H 3.6591 1.1513 -2.8871 0.0 0.2 0.1 0.215
H 4.0456 1.8112 -4.5043 0.0 -0.1 0.1 0.247
H 2.6007 0.8202 -4.2698 -0.2 0.2 0.0 0.251
O 6.1861 7.8523 -1.9573 -0.5 -0.3 -0.6 -0.564
H 6.6776 7.9668 -1.1454 0.4 0.2 0.5 0.253
Li -5.8466 -3.0715 2.6684 -0.5 0.4 0.1 0.833
Na -6.0368 0.6868 0.0605 -1.0 1.0 0.3 0.463
C 8.7324 0.2167 0.0378 -0.1 -0.1 0.0 -0.529
C 9.6941 -0.6991 -0.3781 0.0 -0.2 0.1 -0.142
C 9.3219 -2.0009 -0.7020 -0.2 0.1 0.0 -0.513
C 7.9853 -2.3841 -0.6193 0.0 0.1 0.0 -0.292
C 7.0233 -1.4666 -0.2068 0.1 0.0 0.0 -0.011
C 7.3969 -0.1674 0.1259 0.1 -0.1 0.0 -0.527
H 9.0236 1.2303 0.2933 0.0 -0.1 -0.1 0.425
H 10.7365 -0.3972 -0.4491 0.0 0.2 -0.1 0.310
H 10.0729 -2.7168 -1.0200 0.0 0.1 0.0 0.358
H 7.6943 -3.3981 -0.8767 0.0 0.0 0.0 0.354
H 5.9808 -1.7644 -0.1439 0.4 0.1 0.1 0.114
H 6.6473 0.5463 0.4526 0.0 0.0 0.0 0.395
C -9.0734 -2.0852 3.3446 -1.5 -0.4 0.8 0.028
O -8.1774 -1.2611 3.4995 0.8 -0.3 0.0 -0.671
N -10.0485 -2.3625 4.2461 1.2 -0.1 -1.0 0.255
C -11.0750 -3.3502 3.9892 -0.1 0.2 0.1 -0.962
C -10.0640 -1.6459 5.5057 0.3 0.4 0.1 -0.970
H -9.1551 -2.6835 2.4221 -0.1 0.0 0.0 0.386
H -12.0526 -2.8636 4.0277 0.0 -0.1 -0.1 0.329
H -11.0221 -4.1264 4.7574 -0.1 0.0 -0.1 0.353
H -10.9418 -3.8084 3.0074 0.0 0.1 0.1 0.304
H -10.1520 -0.5754 5.3049 -0.2 -0.1 0.0 0.326
H -9.1237 -1.8294 6.0334 -0.1 0.0 0.1 0.308
H -10.9016 -1.9740 6.1226 0.1 0.0 -0.2 0.362
Cl 3.0517 8.6702 -3.5431 0.0 1.2 -0.6 -0.404
O 12.4550 0.9305 -0.7215 -0.3 0.2 -0.5 -0.785
H 12.6448 0.4537 0.0834 0.2 -0.2 0.6 0.227
K -2.6424 1.8003 -0.0351 0.1 0.2 0.0 0.406
C -11.1198 1.0627 2.6051 -2.3 0.8 -0.8 0.670
O -11.4302 0.1494 3.4251 -0.4 -0.3 0.1 -0.710
O -9.7710 1.2296 2.5441 1.4 -0.3 0.3 -0.548
O -11.8242 1.7898 1.8848 0.4 -0.6 0.5 -0.752
H -9.6228 0.5248 3.2036 1.1 0.4 -0.2 0.327
```
Forces are in eV/Å.

Calculated values
E_LUMO	-3.39	eV
net charge	-1



- Look up the net charge of the first one.
  0



- Look up the net charge of the fourth one.
  -1